[1]
The following is a DFT calculation (ωB97M-V/def2-TZVPD) of C39H40AsBrF4N9NaO3PS3SbSe4Si as an isolated structure.

Last column: Mulliken charge in e.
Element x y z (Å)
Na -0.437908 0.070498 0.657731  0.85
F 0.170563 3.644433 -7.105692  -0.31
C 0.053398 2.685068 -6.184900  0.57
C -0.054232 1.363806 -6.573316  0.24
F -0.040375 1.053738 -7.872306  -0.32
C -0.175960 0.380176 -5.608845  0.57
F -0.278171 -0.876269 -6.044999  -0.37
C -0.197300 0.667399 -4.250852  -0.67
P -0.369252 -0.652672 -2.951017  1.17
C 1.097632 -1.652555 -3.436817  0.88
C 1.088114 -2.900940 -4.050714  -0.11
C 2.278743 -3.569103 -4.299673  -0.70
C 3.493614 -2.992379 -3.962631  -0.62
C 3.517033 -1.736128 -3.373567  -0.37
C 2.326631 -1.079146 -3.107085  -1.13
C -1.855810 -1.517968 -3.574623  0.52
C -2.854407 -0.787023 -4.220496  -0.70
C -4.053512 -1.385480 -4.571144  -0.66
C -4.282283 -2.720957 -4.268684  -0.63
C -3.311374 -3.448168 -3.599945  -0.82
C -2.108251 -2.851746 -3.249247  -0.27
C -0.078079 2.010180 -3.885009  0.12
Br -0.055176 2.563475 -2.077542  -0.09
C 0.043265 3.006150 -4.840525  0.10
F 0.158596 4.293106 -4.502794  -0.34
H 0.155209 -3.363021 -4.335072  0.45
H 2.250565 -4.552081 -4.752324  0.40
H 4.418472 -3.523734 -4.151577  0.37
H 4.458350 -1.273715 -3.100377  0.39
H 2.349926 -0.107613 -2.628738  0.26
H -2.703897 0.262715 -4.447777  0.43
H -4.815746 -0.800159 -5.071337  0.39
H -5.226228 -3.184378 -4.527734  0.37
H -3.486244 -4.474178 -3.305207  0.48
H -1.391459 -3.440058 -2.691102  0.35
C 5.025032 -4.291534 -0.820666  -0.98
Si 5.183959 -3.121307 0.630063  0.27
C 4.709764 -3.939332 2.246614  -1.05
C 6.992653 -2.611154 0.761025  -1.28
C 4.189818 -1.531330 0.363628  -0.22
C 4.842222 -0.312694 0.274058  -0.29
C 4.136003 0.870584 0.058972  -1.36
C 2.766078 0.783305 -0.050235  -0.56
N 2.088766 -0.365534 0.037114  0.95
C 2.775686 -1.489256 0.230674  0.68
S 1.959804 -3.033153 0.347380  -0.38
H 5.423904 -5.273586 -0.553173  0.45
H 5.592955 -3.915483 -1.675161  0.21
H 3.988651 -4.424964 -1.132531  0.34
H 5.366077 -4.792415 2.438495  0.38
H 3.680093 -4.298679 2.248063  0.35
H 4.822415 -3.238086 3.078014  0.27
H 7.606565 -3.506891 0.885288  0.32
H 7.179329 -1.960809 1.618727  0.32
H 7.338409 -2.099388 -0.140244  0.32
H 5.921960 -0.272921 0.363781  0.37
H 4.635325 1.826549 -0.022306  0.51
H 2.165996 1.670954 -0.221258  0.22
C -5.433696 0.420852 2.345892  -1.17
As -3.566566 0.041954 2.043401  0.78
C -3.355257 -1.825219 2.427864  -0.46
C -2.673587 1.007694 3.457935  -0.86
S -2.996823 0.633620 0.113365  -0.52
H -5.716219 0.134343 3.358550  0.38
H -6.013924 -0.146071 1.620674  0.35
H -5.600195 1.485166 2.193070  0.35
H -3.537913 -1.994593 3.489140  0.44
H -2.345010 -2.136498 2.169587  -0.29
H -4.044338 -2.399026 1.809975  0.27
H -2.967971 0.577643 4.415285  0.47
H -2.964382 2.055790 3.406845  0.37
H -1.595815 0.921729 3.340399  0.03
O -1.232785 10.315500 3.481322  -0.70
S -1.901115 9.209896 4.146821  1.20
O -2.897516 8.526833 3.348176  -0.67
O -2.289900 9.466002 5.521737  -0.69
C -0.547357 7.997064 4.327852  0.03
N 0.438858 8.332399 5.165973  -0.51
C 1.414509 7.452313 5.302366  -0.37
C 1.442580 6.240736 4.628246  -0.54
C 0.383027 5.992863 3.769694  0.42
N -0.604698 6.873982 3.623721  -0.30
C 0.271211 4.741433 2.965037  1.24
C 1.199349 3.708828 3.053035  -1.21
C 1.022718 2.569423 2.289299  -0.41
N -0.001315 2.396490 1.451637  0.57
C -0.887054 3.394731 1.360604  -1.07
C -0.795482 4.569980 2.088240  -0.81
H 2.217358 7.720858 5.983405  0.39
H 2.257480 5.547338 4.773877  0.36
H 2.054477 3.766932 3.711690  0.25
H 1.724728 1.747354 2.355844  0.47
H -1.719484 3.223142 0.686873  0.59
H -1.535337 5.353046 1.991300  0.67
Se -3.423952 -4.607983 0.016630  -0.67
Sb -1.085884 -5.093087 0.327152  0.58
Se 0.074888 -6.286514 -1.412941  -0.68
Se -0.322382 -5.509119 2.600172  -0.68
Se -0.139774 -2.597444 -0.155370  -0.08
N -0.647880 -2.979804 4.798096  -0.65
N 0.268512 -2.152061 4.168092  1.07
N 1.555629 -2.148562 4.428469  -1.16
C 1.984016 -1.214220 3.587860  -0.40
N 0.991806 -0.694862 2.861005  0.01
N -0.103858 -1.307295 3.255478  0.00
H -0.091791 -3.516181 5.457710  0.38
H -0.939008 -3.666439 4.072637  0.06
H 3.017010 -0.925404 3.495894  0.50

Atoms 1-2, force components in eV/Å:
0.6 0.1 -0.1
0.0 0.0 0.0

As for the multiplicity: 1. The calculation puts the largest force on an atom at 0.628 eV Å⁻¹. The energy is -524414.761 eV. The value obtained for the energy relative to the best compared isomer or geometry (same formula, charge and spin) is 0.0 kcal per mole. The total charge is -2. The value obtained for the orbital gap is 5.956 eV. The molar mass comes out at 1529.478 g mol⁻¹.

[2]
The following is a DFT calculation (ωB97M-V/def2-TZVPD) of a 2-piece molecular cluster, C4H11N2O overall at a distorted geometry.

Last column: Mulliken spin population.
Element x y z (Å)
C -1.138316 0.946649 0.005164  0.00
N -0.113314 0.763579 -1.016614  -0.07
C -1.990800 -0.417581 -0.069834  -0.11
C -1.027780 -1.552220 0.203067  0.06
N -2.548692 0.414911 0.897599  0.87
C 2.666476 0.329500 0.358696  -0.01
O 2.315822 -0.238470 -0.824160  0.14
H -1.684580 1.862911 -0.185686  0.04
H -0.533213 1.054715 0.988772  0.02
H 0.947328 0.539467 -0.777493  0.00
H -0.528716 0.534313 -1.889143  0.01
H -2.656870 -0.484651 -0.993755  0.04
H -0.002491 -1.218770 0.003132  -0.01
H -1.211018 -2.498605 -0.331141  0.00
H -0.905088 -1.656243 1.324056  -0.01
H 2.873680 -0.338221 1.161310  0.00
H 1.918894 1.021480 0.803168  0.01
H 3.618674 0.937232 0.342861  0.01

Atoms 1-2, force components in eV/Å:
3.9 3.9 0.7
-0.9 0.9 1.2

As for the expectation value of S²: 0.801. As for the multiplicity: 2. The calculation puts the largest force on an atom at 5.552 eV Å⁻¹. The energy is -9344.833 eV. The value obtained for the energy relative to the best compared isomer or geometry (same formula, charge and spin) is 177.2 kcal per mole. The value obtained for the orbital gap (alpha / beta) is 5.370 / 3.751 eV. The molar mass comes out at 103.145 g mol⁻¹.

[3]
The following is a DFT calculation (ωB97M-V/def2-TZVPD) of one molecule with the formula C3H7NO7S at a distorted geometry.

Last column: Mulliken charge in e.
Element x y z (Å)
C 0.511755 0.321832 -0.274851  0.78
C -0.042463 -0.712823 0.786415  0.45
C 1.062291 1.533709 0.393074  -0.73
N 0.830112 -1.681992 1.059595  -0.36
O -2.929682 0.291225 -0.093325  -0.46
O -2.589616 0.562808 -2.415715  -0.56
O -0.708832 0.855482 -0.884223  -0.33
O -1.656701 -1.400084 -1.258767  -0.59
O 1.318470 -0.304477 -1.271157  -0.62
O -1.085485 -0.479223 1.354763  -0.78
O 2.084815 1.159939 1.224793  -0.55
S -2.017681 -0.024110 -1.282216  1.19
H 0.348551 1.957019 0.996320  0.41
H 1.447748 2.201518 -0.463458  0.36
H 0.541394 -2.574157 1.600193  0.32
H 1.672558 -1.689643 0.469266  0.25
H 0.804673 -1.016278 -1.612180  0.43
H -2.559883 -0.033944 0.730814  0.48
H 2.967976 1.033199 0.940656  0.33

Atoms 1-2, force components in eV/Å:
-3.0 -1.9 -1.3
1.5 0.8 0.0

As for the multiplicity: 1. The calculation puts the largest force on an atom at 5.094 eV Å⁻¹. The energy is -29881.733 eV. The value obtained for the energy relative to the best compared isomer or geometry (same formula, charge and spin) is 0.0 kcal per mole. Its structure (SMILES) is NC(=O)[C@](O)(CO)OS(=O)(=O)O. The value obtained for the orbital gap is 11.041 eV. The molar mass comes out at 201.156 g mol⁻¹.